{
  "formula": "C44H26N13S2Ti",
  "method": "ωB97M-V with the def2-TZVPD basis set",
  "relative_energy_kcal_mol": 140.9,
  "charge": -1,
  "molar_mass_g_mol": 848.8,
  "e_lumo_ev": 0.66,
  "orbital_gap_ev": 5.09,
  "spin_multiplicity": 1,
  "species": ["Ti", "C", "C", "C", "C", "C", "N", "C", "C", "C", "C", "C", "C", "C", "C", "N", "C", "N", "C", "N", "C", "N", "C", "N", "C", "N", "C", "C", "C", "C", "C", "C", "C", "C", "C", "C", "C", "C", "C", "C", "N", "H", "H", "H", "H", "H", "H", "H", "H", "H", "H", "H", "H", "H", "H", "H", "H", "S", "C", "S", "C", "C", "N", "C", "N", "C", "C", "C", "C", "C", "C", "C", "C", "N", "H", "H", "H", "H", "H", "H", "N", "N", "H", "H", "H", "H"],
  "coordinates": [[-0.08095, -0.19061, 0.01918], [2.11155, -0.34462, -6.38040], [1.60115, 0.96199, -6.45594], [0.89486, 1.52480, -5.40784], [0.70841, 0.74538, -4.27300], [0.04700, 1.00105, -2.99719], [-0.38503, 2.15209, -2.67978], [-1.02797, 2.55342, -1.56184], [-1.41669, 3.90763, -1.42849], [-1.14353, 5.06309, -2.18898], [-1.71626, 6.24047, -1.78999], [-2.56912, 6.30269, -0.65070], [-2.85106, 5.18421, 0.08663], [-2.25419, 3.96824, -0.31152], [-2.33873, 2.64858, 0.18331], [-3.23422, 2.38165, 1.22474], [-3.37623, 1.22652, 1.68153], [-2.19397, -0.91121, 0.42219], [-2.56814, -2.25241, 1.02939], [-1.88853, -3.40277, 0.73675], [-0.83647, -3.36034, 0.01463], [-0.25565, -2.27997, -0.65815], [0.69822, -2.82574, -1.48853], [1.25484, -2.28032, -2.51333], [0.83237, -1.04965, -2.89191], [0.12349, -0.17479, -2.19620], [1.20949, -0.53746, -4.20178], [1.92244, -1.11319, -5.24686], [0.92138, -4.24937, -1.15641], [1.84072, -5.16808, -1.62212], [1.74562, -6.46211, -1.12275], [0.74598, -6.81287, -0.21111], [-0.18093, -5.87643, 0.23354], [-0.05532, -4.59040, -0.25433], [-3.62222, -2.17417, 1.87485], [-4.57333, -3.25640, 2.12469], [-5.77182, -3.05097, 1.56077], [-5.99857, -1.84492, 0.74801], [-5.18881, -0.77558, 0.78652], [-4.09777, -0.74425, 1.82954], [-1.57095, 1.78604, -0.53726], [2.66508, -0.74745, -7.21874], [1.77467, 1.54174, -7.35423], [0.50911, 2.53480, -5.45366], [-0.49664, 5.01049, -3.05539], [-1.52067, 7.14737, -2.34972], [-3.00212, 7.25506, -0.36888], [-3.50365, 5.22149, 0.94983], [2.31718, -2.11755, -5.16333], [2.60447, -4.88004, -2.33241], [2.45775, -7.21249, -1.44228], [0.69772, -7.83037, 0.15625], [-0.96231, -6.13063, 0.93797], [-4.30868, -4.16961, 2.64093], [-6.55837, -3.79142, 1.63453], [-6.86740, -1.82236, 0.10059], [-5.41450, 0.11313, 0.20191], [1.97086, 1.40649, -0.60426], [2.99830, 0.15569, -0.06813], [2.11777, -1.12408, 0.69267], [4.36348, 0.13477, -0.22434], [5.04910, 1.22450, -0.85759], [5.60286, 2.09881, -1.36394], [5.14177, -0.97636, 0.23948], [5.76180, -1.87200, 0.61605], [-0.38476, -0.79332, 2.09615], [-1.67352, -0.26755, 2.62011], [-1.75663, 0.13061, 3.90030], [-2.93005, 0.55725, 4.64435], [-4.14491, 0.73292, 4.12227], [-4.41525, 0.60609, 2.65446], [-2.74923, -0.11673, 1.50127], [-5.26044, 1.04378, 4.98210], [-6.15231, 1.29988, 5.66329], [-0.42760, -1.87951, 1.97529], [0.42656, -0.56186, 2.77405], [-0.84616, 0.02231, 4.47716], [-2.80963, 0.68489, 5.71377], [-5.42510, 0.94715, 2.44014], [-2.72722, -0.80121, -0.43929], [1.14631, 1.75696, 2.62618], [0.12563, 1.88192, 1.63171], [1.52182, 2.67258, 2.84655], [1.89694, 1.22699, 2.19495], [0.33473, 2.61388, 0.96028], [-0.73946, 2.11382, 2.10684]],
  "forces_ev_per_a": [[0.4, 0.8, 0.8], [0.0, 0.1, 0.0], [0.1, -0.1, 0.0], [0.0, 0.0, 0.1], [0.0, 0.1, -0.1], [0.1, 0.0, 0.1], [-0.2, 0.1, 0.1], [-0.1, -0.1, 0.1], [0.2, 0.1, -0.2], [0.0, 0.0, 0.0], [0.0, 0.0, 0.0], [0.0, 0.0, 0.0], [0.0, 0.0, -0.1], [-0.2, 0.1, 0.2], [-0.2, 0.1, 0.3], [0.2, 0.1, -0.3], [0.0, -0.1, 0.2], [0.2, 0.0, 0.0], [0.3, -0.1, -0.3], [-0.4, 0.3, 0.2], [0.4, 0.0, -0.3], [0.0, -0.6, 0.1], [-0.3, -0.1, 0.4], [0.0, 0.2, -0.3], [0.2, -0.2, 0.2], [-0.1, -0.1, -0.3], [0.1, -0.2, -0.1], [0.0, 0.0, 0.1], [0.1, 0.2, -0.2], [0.0, -0.1, 0.0], [0.0, 0.0, 0.0], [0.0, 0.0, 0.0], [0.0, -0.1, 0.0], [-0.3, 0.1, 0.2], [-0.3, -0.2, 0.2], [0.2, 0.1, 0.0], [-0.1, 0.2, -0.1], [0.0, -0.2, 0.1], [0.0, 0.0, 0.1], [-0.1, 0.1, 0.0], [0.3, -0.1, -0.4], [0.0, 0.0, 0.0], [0.0, 0.0, 0.0], [0.0, 0.0, 0.0], [0.0, 0.0, 0.0], [0.0, 0.0, 0.0], [0.0, 0.0, 0.0], [0.0, 0.0, 0.0], [0.0, 0.0, 0.0], [0.0, 0.0, 0.0], [0.0, 0.0, 0.0], [0.0, 0.0, 0.0], [0.0, 0.0, 0.0], [0.0, 0.0, 0.0], [0.0, 0.0, 0.0], [0.0, 0.0, 0.0], [0.0, 0.0, 0.0], [-0.2, 0.1, -0.1], [0.0, -0.1, 0.0], [-0.2, 0.2, -0.1], [0.4, 0.0, 0.0], [-0.1, -0.3, 0.1], [0.0, 0.0, 0.0], [-0.2, 0.2, -0.1], [0.0, 0.0, 0.0], [-0.2, -0.5, -0.2], [0.1, 0.0, -0.4], [-0.3, 0.0, 0.3], [0.5, -0.1, 0.0], [-0.5, 0.0, -0.1], [0.0, 0.0, 0.0], [0.1, 0.0, 0.0], [0.3, 0.0, -0.2], [0.0, 0.0, 0.0], [0.0, 0.0, 0.2], [0.0, 0.1, 0.0], [0.0, 0.0, 0.0], [0.0, 0.0, 0.0], [0.0, 0.0, 0.0], [-0.1, 0.0, 0.0], [0.0, 0.1, 0.0], [-0.1, -0.4, -0.1], [0.0, 0.0, 0.0], [0.0, 0.0, 0.0], [0.0, 0.0, 0.0], [0.0, 0.0, 0.0]],
  "mulliken_charge": [-0.6063, -0.7017, -0.6196, -0.2355, 0.0796, -0.5032, -0.2506, -0.9885, 0.6398, -0.4727, -0.5939, -0.6537, -0.5058, 0.5696, -0.9307, -0.5063, -0.0911, 0.3291, 0.6443, -0.5391, -0.4136, 0.1396, 0.0802, -0.4514, -0.2972, 0.7312, 0.2918, -0.1297, 0.1671, -0.4068, -0.5780, -0.6419, -0.1484, 0.2136, 0.2731, -1.3305, -0.5650, -0.6328, -1.3313, 1.1073, 0.5394, 0.3944, 0.3922, 0.5403, 0.5011, 0.3907, 0.3957, 0.5071, 0.5537, 0.5511, 0.3994, 0.3899, 0.5528, 0.4496, 0.4250, 0.4517, 0.4922, -0.5732, 1.1443, -0.6200, 0.6181, -0.1052, -0.5834, -0.0594, -0.5863, -1.5378, -0.5064, -0.4922, -0.6925, -0.1635, -0.0942, 1.5857, -0.0741, -0.6480, 0.9402, 0.7787, 0.4653, 0.4755, 0.9353, 0.5364, -0.9446, -0.1826, 0.2960, 0.1481, 0.5149, 0.3577]
}

=====

{
  "formula": "C4H8O",
  "method": "ωB97M-V with the def2-TZVPD basis set",
  "relative_energy_kcal_mol": 31.3,
  "molar_mass_g_mol": 72.1,
  "e_lumo_ev": 1.10,
  "smiles": "OCC1CC1",
  "orbital_gap_ev": 11.17,
  "spin_multiplicity": 1,
  "species": ["O", "C", "C", "C", "C", "H", "H", "H", "H", "H", "H", "H", "H"],
  "coordinates": [[1.20367, -0.66947, 1.27607], [1.31823, 0.37139, 0.32616], [0.03835, 0.53174, -0.53892], [-1.27769, 0.44258, 0.18059], [-0.79824, -0.70818, -0.66716], [0.74406, -1.42466, 0.83599], [2.17067, 0.19571, -0.35306], [1.48607, 1.30946, 0.87644], [0.15666, 1.21792, -1.38477], [-1.18929, 0.29667, 1.25477], [-2.13532, 1.03933, -0.12742], [-0.43425, -1.59180, -0.09063], [-1.28291, -1.01071, -1.58805]],
  "forces_ev_per_a": [[-0.3, -0.6, -0.3], [-0.5, 0.4, -0.7], [0.6, -0.1, 0.4], [0.0, 0.0, 0.1], [0.2, -0.8, 0.3], [0.9, 0.9, 0.7], [-0.1, 0.0, 0.2], [0.1, -0.4, -0.1], [-0.2, -0.4, 0.3], [-0.1, 0.0, -0.2], [0.3, -0.2, -0.1], [-0.7, 0.6, -0.8], [0.0, 0.3, 0.0]],
  "mulliken_charge": [-0.4983, -0.5298, -0.0385, -0.3300, -0.6843, 0.2606, 0.2765, 0.3050, 0.3781, 0.2137, 0.2645, 0.1061, 0.2766]
}

=====

{
  "formula": "C3H8NS3",
  "method": "ωB97M-V with the def2-TZVPD basis set",
  "relative_energy_kcal_mol": 80.7,
  "charge": 1,
  "molar_mass_g_mol": 154.3,
  "e_lumo_ev": -4.51,
  "orbital_gap_ev": 8.80,
  "spin_multiplicity": 1,
  "species": ["C", "C", "C", "N", "S", "S", "S", "H", "H", "H", "H", "H", "H", "H", "H"],
  "coordinates": [[0.04540, -0.40769, 1.04828], [-1.43947, -0.50350, 0.63418], [-0.67239, 0.31649, -1.45735], [0.77412, 0.14157, -0.13481], [-1.84574, 0.94527, -0.29491], [0.97933, 1.82819, 0.02188], [2.10197, -0.98422, -0.36827], [0.11001, 0.37015, 1.85847], [0.30423, -1.45512, 1.37669], [-1.52107, -1.53255, -0.01167], [-2.20390, -0.53798, 1.50578], [-0.24605, 1.04042, -2.14542], [-0.85604, -0.73599, -1.71143], [1.81122, 1.73894, 1.08572], [2.65838, -0.22397, -1.40712]],
  "forces_ev_per_a": [[-1.6, 0.3, 1.4], [-1.8, -2.6, 1.0], [0.2, 0.5, 1.6], [-1.5, -1.5, -0.4], [0.3, -1.0, -1.8], [1.7, 1.1, 0.4], [0.7, 1.3, -1.6], [0.3, -1.2, -0.5], [0.5, 1.3, -0.4], [-0.3, 2.6, 1.5], [1.6, -0.3, -1.2], [0.0, -0.4, -0.3], [0.5, 0.6, -0.3], [0.0, 0.1, -0.2], [-0.4, -0.9, 0.9]],
  "mulliken_charge": [-0.6114, -0.5292, -0.4850, -0.0809, 0.1081, 0.0382, -0.0304, 0.3092, 0.4349, 0.2554, 0.4283, 0.4395, 0.3109, 0.1995, 0.2129]
}